13
Properties=species:S:1:pos:R:3:nbo_charge:R:1 method="wB97M-V/def2-TZVPD" energy_ev=-30468.4762 multiplicity=1 homo_ev=-0.2 charge=-2
C 0.13 -0.34 -0.28 -0.64
C 0.38 0.98 0.25 -0.02
O -3.71 -0.98 1.41 -1.19
O -3.61 -1.45 -1.12 -1.19
O -4.81 0.71 -0.17 -1.06
O -0.43 2.01 -0.02 -0.78
P -3.81 -0.48 0.04 2.28
S -2.67 1.38 -0.04 -0.16
H -0.93 -0.49 0.05 0.26
H 0.18 -0.23 -1.46 0.17
H 0.95 -0.92 0.02 0.18
H 1.35 1.42 -0.03 0.09
H 0.64 0.84 1.32 0.07

***

13
Properties=species:S:1:pos:R:3:nbo_charge:R:1 method="wB97M-V/def2-TZVPD" energy_ev=-32013.8234 multiplicity=1 smiles="CC=[S@@](=O)([O-])OSO" homo_ev=-3.8 charge=-1
C -0.03 -2.13 -0.30 -0.64
C 0.97 -1.14 -0.87 -0.71
O 1.60 1.49 -1.03 -0.95
O 0.22 1.00 1.30 -0.91
O -0.80 0.88 -1.02 -1.00
O -1.68 2.83 1.31 -0.91
S -0.01 2.55 1.61 0.74
S 0.54 0.57 -0.56 2.14
H 0.09 -3.17 -0.76 0.19
H 0.20 -2.48 0.86 0.16
H -1.01 -1.81 -0.55 0.22
H 1.88 -1.16 -0.39 0.17
H -1.95 2.58 0.41 0.49

***

9
Properties=species:S:1:pos:R:3:nbo_charge:R:1 method="wB97M-V/def2-TZVPD" energy_ev=-13488.4454 multiplicity=1 homo_ev=-8.7
C -0.34 0.30 -0.06 -0.47
C 0.93 0.79 0.13 0.09
O 2.07 0.13 -0.22 -0.68
P -1.76 -1.26 -0.82 0.26
H -2.56 -1.04 0.31 -0.03
H -1.10 0.99 0.29 0.18
H 1.03 1.75 0.61 0.18
H 2.84 0.67 -0.02 0.48
H -1.11 -2.33 -0.21 -0.02

***

9
Properties=species:S:1:pos:R:3:nbo_charge:R:1 method="wB97M-V/def2-TZVPD" energy_ev=-13487.8673 multiplicity=1 homo_ev="-6.7 / -8.0"
C -0.38 -0.72 -0.24 -0.71
C 0.77 -0.17 0.44 0.16
O 1.49 0.80 -0.15 -0.66
P -2.13 0.30 0.07 0.17
H -0.27 -0.70 -1.32 0.23
H -0.62 -1.71 0.13 0.23
H 0.92 -0.35 1.49 0.16
H 2.04 1.28 0.48 0.49
H -1.83 1.27 -0.89 -0.07

***

9
Properties=species:S:1:pos:R:3:nbo_charge:R:1 method="wB97M-V/def2-TZVPD" energy_ev=-13489.2499 multiplicity=1 smiles="O=CCP" homo_ev=-9.3
C -0.71 0.84 -0.55 0.47
C 0.66 0.38 0.39 -0.79
O -0.63 1.52 -1.49 -0.50
P 0.63 -1.44 -0.01 0.31
H -1.54 0.34 0.05 0.12
H 1.55 0.81 -0.05 0.22
H 0.73 0.55 1.41 0.23
H -0.50 -1.44 -0.90 -0.03
H -0.17 -1.56 1.14 -0.03

***

9
Properties=species:S:1:pos:R:3:nbo_charge:R:1 method="wB97M-V/def2-TZVPD" energy_ev=-13487.2964 multiplicity=1 homo_ev="-7.3 / -8.5"
C -0.58 -0.47 -0.75 0.54
C -1.61 -0.30 0.27 -0.78
O -0.23 -1.19 -1.61 -0.47
P 2.71 0.68 -0.42 0.07
H 3.23 0.45 0.93 -0.05
H -2.68 -0.62 -0.11 0.23
H -1.71 0.70 0.59 0.25
H -1.35 -1.10 1.06 0.27
H 2.22 1.85 0.04 -0.07

***

9
Properties=species:S:1:pos:R:3:nbo_charge:R:1 method="wB97M-V/def2-TZVPD" energy_ev=-13486.8980 multiplicity=1 smiles="C=[PH]=CO" homo_ev="-7.3 / -7.8"
C 1.43 -0.58 -0.19 -0.77
C -1.01 0.58 -0.46 -0.08
O -2.03 0.05 0.17 -0.66
P 0.77 0.91 0.17 0.52
H 1.51 -1.44 0.45 0.20
H 1.76 -0.71 -1.20 0.20
H -0.92 0.30 -1.54 0.17
H -2.07 0.08 1.10 0.49
H 0.57 0.82 1.49 -0.07

***

9
Properties=species:S:1:pos:R:3:nbo_charge:R:1 method="wB97M-V/def2-TZVPD" energy_ev=-13486.9100 multiplicity=1 homo_ev=-9.2
C 1.59 -1.04 0.02 -0.14
C 1.16 -1.02 -1.10 -0.34
O -1.84 -0.72 0.09 -1.04
P -0.86 0.20 -0.44 1.18
H 1.89 -1.13 1.02 0.24
H -1.65 2.59 1.03 0.06
H 1.10 -1.41 -2.11 0.27
H 0.05 0.67 0.66 -0.17
H -1.45 1.85 0.84 -0.06